Entry 1:
{
  "formula": "C10H20BeBrClF2N4NaO6",
  "method": "ωB97M-V with the def2-TZVPD basis set",
  "homo_ev": -4.704,
  "lumo_energy_ev": -2.578,
  "charge": -1,
  "orbital_gap_ev": 2.126,
  "species": ["N", "C", "O", "C", "C", "C", "C", "O", "O", "H", "H", "H", "H", "H", "C", "O", "N", "N", "H", "H", "H", "H", "Be", "F", "O", "H", "H", "C", "C", "O", "H", "H", "H", "H", "H", "H", "Br", "Na", "C", "C", "N", "H", "H", "H", "Cl", "F"],
  "positions_angstrom": [[-3.042, -0.915, 3.254], [-3.074, -0.743, 2.147], [-2.844, -0.616, 0.865], [-3.797, -1.348, 0.034], [-3.362, -2.841, -0.203], [-1.957, -2.529, -0.783], [-2.088, -1.069, -1.302], [-1.240, -0.364, -1.630], [-3.470, -0.807, -1.235], [-4.829, -1.215, 0.363], [-3.411, -3.556, 0.655], [-3.919, -3.098, -1.123], [-1.671, -3.194, -1.608], [-1.186, -2.510, -0.003], [2.179, 2.578, -0.650], [3.285, 3.095, -0.741], [1.947, 1.248, -0.871], [1.056, 3.277, -0.324], [1.034, 0.830, -0.814], [2.736, 0.675, -1.117], [1.154, 4.262, -0.158], [0.149, 2.852, -0.245], [-3.098, -5.415, 1.309], [-3.056, -3.625, 2.312], [2.576, -0.267, 2.308], [1.845, 0.000, 2.897], [2.345, 0.130, 1.446], [1.032, 3.565, -4.909], [1.767, 4.895, -4.933], [1.979, 5.392, -3.616], [0.067, 3.663, -4.410], [0.868, 3.193, -5.925], [1.603, 2.820, -4.350], [1.186, 5.643, -5.474], [2.741, 4.789, -5.428], [2.501, 4.740, -3.135], [3.488, -1.937, 0.844], [-1.211, -6.361, 2.826], [1.233, -2.880, 5.629], [0.557, -3.838, 4.749], [0.030, -4.563, 4.062], [0.493, -2.310, 6.187], [1.878, -3.412, 6.326], [1.839, -2.195, 5.033], [-0.582, 3.643, -2.115], [3.492, -0.238, 4.523]],
  "atomic_forces_ev_per_a": [[-0.41, -0.08, 4.04], [1.11, 0.22, -4.03], [-1.52, -0.25, 1.34], [0.85, -1.57, -1.18], [0.50, 1.04, -1.11], [0.14, 0.15, 0.47], [-2.18, -4.08, 1.08], [1.81, 2.43, -1.35], [-0.16, 1.54, 0.39], [0.22, 0.45, -0.29], [-0.10, 1.40, -0.95], [-0.39, -0.32, 0.81], [0.08, 0.22, 0.28], [-0.05, -0.25, -0.29], [0.03, -0.20, -0.06], [-0.22, -0.03, -0.13], [0.25, -0.22, 0.28], [0.86, -0.05, 1.17], [-0.03, 0.07, -0.26], [-0.05, 0.00, -0.04], [-0.08, 0.02, -0.07], [0.01, 0.04, 0.09], [0.02, 1.79, 1.39], [0.03, -2.78, -0.64], [0.25, 0.46, -1.00], [0.13, -0.70, 0.55], [0.10, 0.46, 0.09], [-0.10, 0.08, -0.32], [0.16, -0.41, 0.36], [0.09, 0.28, -0.20], [0.19, 0.02, -0.16], [0.10, -0.01, -0.01], [0.00, -0.01, -0.04], [0.04, 0.08, 0.11], [-0.08, 0.02, -0.19], [-0.12, -0.02, 0.08], [-0.28, -0.21, 0.08], [0.27, 0.52, 0.25], [-0.13, -0.14, -0.26], [1.17, 1.78, 1.55], [-1.11, -1.96, -1.43], [-0.03, -0.01, -0.05], [0.02, -0.01, -0.04], [0.16, 0.14, 0.00], [-1.10, 0.16, -0.54], [-0.47, -0.07, 0.21]]
}

Entry 2:
{
  "formula": "C2H11N5",
  "method": "ωB97M-V with the def2-TZVPD basis set",
  "homo_ev": -18.509,
  "lumo_energy_ev": -7.561,
  "charge": 2,
  "orbital_gap_ev": 10.948,
  "species": ["C", "C", "N", "N", "N", "N", "N", "H", "H", "H", "H", "H", "H", "H", "H", "H", "H", "H"],
  "positions_angstrom": [[-0.564, 1.589, -0.986], [0.963, -0.359, 0.667], [-0.216, 1.156, -2.025], [-1.330, 2.237, -0.186], [-0.309, -0.922, 0.926], [0.602, 0.432, -2.746], [-0.301, -1.880, 1.989], [1.298, 0.573, 1.234], [1.746, -0.975, 0.511], [0.986, 0.044, -0.356], [-1.387, 1.913, 0.779], [-1.662, 3.111, -0.398], [-0.705, -1.493, 0.132], [1.616, 0.773, -2.953], [0.037, -0.040, -3.520], [0.428, -1.485, 2.617], [-1.166, -1.783, 2.377], [-0.038, -2.890, 1.936]],
  "atomic_forces_ev_per_a": [[-0.95, 0.25, -1.80], [0.16, 4.04, -1.21], [0.78, -0.19, 1.31], [1.29, -2.46, 1.73], [-1.78, -1.84, -1.97], [0.65, -0.44, -2.18], [4.10, 0.30, 0.80], [-0.85, -1.52, 0.13], [2.74, -2.73, 0.48], [-0.66, -0.14, 0.19], [-0.22, 0.22, -0.30], [-0.94, 2.72, -0.66], [0.71, 1.32, 0.61], [-2.60, -0.39, 0.34], [1.64, 0.83, 1.13], [-0.76, -0.40, 0.42], [-3.13, -0.08, 2.03], [-0.17, 0.50, -1.04]]
}

Entry 3:
{
  "formula": "C4H3N2OS",
  "method": "ωB97M-V with the def2-TZVPD basis set",
  "homo_ev": [-0.028, -4.604],
  "multiplicity": 3,
  "lumo_energy_ev": [3.604, 2.533],
  "charge": -1,
  "orbital_gap_ev": [3.632, 7.137],
  "species": ["C", "C", "C", "C", "N", "N", "O", "S", "H", "H", "H"],
  "positions_angstrom": [[-1.335, -0.364, -0.963], [0.435, 0.450, -0.134], [0.573, 0.499, -1.509], [1.256, -0.300, 3.082], [-0.777, -0.098, 0.177], [0.263, -0.592, 2.550], [-0.588, -0.035, -2.034], [1.809, 1.039, -2.496], [-2.302, -0.802, -1.116], [1.128, 0.795, 0.604], [-0.462, -0.592, 1.838]],
  "atomic_forces_ev_per_a": [[-2.99, -1.50, -2.36], [-2.02, -0.70, 0.57], [1.46, 0.63, -0.55], [-0.16, -0.22, 0.19], [3.47, 1.61, 4.65], [0.99, 0.14, 1.24], [-0.08, -0.01, -2.72], [-0.11, -0.03, 0.14], [-0.07, -0.02, -0.13], [0.23, 0.03, 0.16], [-0.72, 0.05, -1.20]]
}

Electronic energy readings, ordered: -4474.2532; -355.7990; -737.0645 hartree